The following is a DFT calculation (wB97M-V/def2-TZVPD) of 2 unconnected molecules or ions with the total composition CH5FN2 at a distorted geometry.

Atoms and positions in Å:
1 C -1.1727 0.6105 -0.1472
2 N 1.3658 -0.7640 -0.0577
3 N 0.7896 0.4393 0.2596
4 F -1.5382 -0.6892 0.1304
5 H -1.4167 1.1796 0.7289
6 H -1.2596 0.9237 -1.2079
7 H 0.9913 -1.6104 0.0503
8 H 1.5858 -0.6617 -1.0501
9 H 0.6547 0.5723 1.2937

Atoms 1-3, force components in eV/Å:
4.37 -2.07 1.07
2.48 4.31 -2.21
-3.63 1.63 0.85

For the frontier orbital gap, the calculation gives 9.36 eV. Its highest occupied orbital energy is -8.227 eV. Its spin multiplicity is 1. Its charge is 0.


The following is a DFT calculation (wB97M-V/def2-TZVPD) of 2 unconnected molecules or ions with the total composition CH5FN2 at a distorted geometry.

Atoms and positions in Å:
1 C -0.1974 0.3546 0.3031
2 N 3.4977 -1.1998 -0.5004
3 N 3.4861 -0.3923 0.3243
4 F 3.2410 1.0707 -0.0351
5 H -0.1407 1.4361 0.4533
6 H 0.8662 0.0651 0.1297
7 H -0.4450 -0.1690 1.1961
8 H 3.3886 -0.9304 -1.5376
9 H -0.8014 0.3633 -0.6031

Atoms 1-3, force components in eV/Å:
2.02 1.44 -0.89
-1.01 -2.79 -6.37
0.50 4.57 3.98

For the frontier orbital gap (spin up / spin down), the calculation gives 8.09 / 8.98 eV. Its highest occupied orbital energy (spin up / spin down) is -7.272 / -12.609 eV. As for the expectation value of S²: 2.0130. Its spin multiplicity is 3. Its charge is 0.


The following is a DFT calculation (wB97M-V/def2-TZVPD) of a gas-phase ion, CH5FN2P (charge +1) at a distorted geometry.

Atoms and positions in Å:
1 N 0.9425 -1.0799 0.0646
2 C 0.1483 -0.0677 0.1760
3 N 0.4396 1.2072 0.3653
4 P -1.9548 -0.4868 0.1163
5 F -2.1041 0.9551 -0.3393
6 H 2.0241 -0.9961 0.0882
7 H 0.6868 -2.0141 -0.0385
8 H 1.4900 1.4766 0.2549
9 H 0.0159 2.1388 0.3894
10 H -1.6883 -1.1331 -1.0768

Atoms 1-3, force components in eV/Å:
4.85 1.78 0.24
-4.52 0.30 0.54
4.99 0.50 -0.70

For the frontier orbital gap, the calculation gives 10.83 eV. Its highest occupied orbital energy is -15.073 eV. The SMILES is NC(=[NH2+])PF. Its spin multiplicity is 1. Its charge is +1.


The following is a DFT calculation (wB97M-V/def2-TZVPD) of 2 unconnected molecules or ions with the total composition CH5FOSi at a distorted geometry.

Atoms and positions in Å:
1 C 1.1889 -0.2486 0.6399
2 O -1.5288 0.5900 -0.6405
3 F 1.7868 -1.0909 -0.2459
4 Si -2.6177 0.0737 0.4500
5 H 0.2171 -0.0302 0.1607
6 H 1.8821 0.7827 0.6119
7 H -1.3206 0.2935 -1.6243
8 H -3.2076 -1.2077 -0.2940
9 H 1.0665 -0.7814 1.5925

Atoms 1-3, force components in eV/Å:
0.61 2.82 -0.78
0.97 -0.27 -3.82
0.92 -1.14 -0.71

For the frontier orbital gap, the calculation gives 8.47 eV. Its highest occupied orbital energy is -8.777 eV. Its spin multiplicity is 1. Its charge is 0.


The following is a DFT calculation (wB97M-V/def2-TZVPD) of a single CH5FP2 molecule at a distorted geometry.

Atoms and positions in Å:
1 F 1.8398 0.8434 0.0274
2 C 0.5510 0.3813 0.2286
3 P -0.3792 0.5275 -1.3728
4 P 0.5889 -1.3338 0.9609
5 H 0.0111 1.0768 0.9583
6 H -0.7143 1.8539 -1.0776
7 H -1.6108 0.2710 -0.8535
8 H 0.5385 -2.2249 -0.0318
9 H -0.8251 -1.3953 1.1605

Atoms 1-3, force components in eV/Å:
0.16 0.05 0.04
-1.32 0.18 0.49
0.89 0.56 -0.58

For the frontier orbital gap, the calculation gives 10.28 eV. Its highest occupied orbital energy is -9.475 eV. The SMILES is FC(P)P. Its spin multiplicity is 1. Its charge is 0.


The following is a DFT calculation (wB97M-V/def2-TZVPD) of a single CH5IN2 molecule at a distorted geometry.

Atoms and positions in Å:
1 N 0.9985 1.0869 0.0075
2 N 0.4892 -0.0499 0.6842
3 C -0.5638 -0.8410 -0.1021
4 I -2.5000 0.0377 -0.0298
5 H 1.7627 0.7829 -0.7273
6 H 0.2011 1.6204 -0.5265
7 H 0.3665 0.0356 1.6842
8 H -0.2006 -0.8865 -1.2357
9 H -0.5536 -1.7861 0.2457

Atoms 1-3, force components in eV/Å:
-0.14 0.42 -1.98
-0.97 -1.47 -2.90
3.50 4.08 -1.76

For the frontier orbital gap, the calculation gives 9.58 eV. Its highest occupied orbital energy is -9.069 eV. The SMILES is NNCI. Its spin multiplicity is 1. Its charge is 0.


The following is a DFT calculation (wB97M-V/def2-TZVPD) of 2 unconnected molecules or ions with the total composition CH5IN2O at a distorted geometry.

Atoms and positions in Å:
1 C 1.1140 -0.9296 0.2346
2 N 1.2496 0.3763 -0.2568
3 N -1.9589 1.2624 -0.2674
4 O -1.0361 1.4249 0.5658
5 I -2.9016 -0.6424 -0.1521
6 H 1.8074 -1.5975 -0.3928
7 H 1.2863 -1.0810 1.2254
8 H 0.1748 -1.3064 -0.0887
9 H 2.0582 0.8941 0.3531
10 H -1.7938 1.5993 -1.2212

Atoms 1-3, force components in eV/Å:
0.71 -0.92 -3.57
2.69 2.54 1.29
0.59 -0.43 1.08

For the frontier orbital gap (spin up / spin down), the calculation gives 8.44 / 8.27 eV. Its highest occupied orbital energy (spin up / spin down) is -9.366 / -8.959 eV. Its spin multiplicity is 1. Its charge is 0.


The following is a DFT calculation (wB97M-V/def2-TZVPD) of 2 unconnected molecules or ions with the total composition CH5N2O at a distorted geometry.

Atoms and positions in Å:
1 C -2.0933 -0.5832 1.3825
2 N -2.1211 -0.9347 0.1111
3 N 1.6027 0.4392 -0.3143
4 O -1.1852 0.0073 0.6435
5 H 2.2507 0.0933 -0.9876
6 H -2.8311 -0.5626 -0.6494
7 H 1.2950 -0.3536 0.2965
8 H 0.8119 0.9087 -0.6163
9 H 2.2705 0.9857 0.1339

Atoms 1-3, force components in eV/Å:
-1.25 0.10 2.22
-2.60 -1.79 -4.52
1.01 -3.30 1.37

For the frontier orbital gap, the calculation gives 10.19 eV. Its highest occupied orbital energy is -14.534 eV. Its spin multiplicity is 1. Its charge is +1.


Sequential ΔE to the lowest compared entry with this formula, charge and spin output: 75.23; 45.67; 19.59; 34.46; 37.98; 11.54; 59.09; 129.74 kcal per mole